Record 1
The following is a DFT calculation (the ωB97M-V functional and the def2-TZVPD basis) of one molecule with the formula C7H6 in a non-equilibrium geometry.

XYZ file:
```
13
Properties=species:S:1:pos:R:3
C -2.2900 1.7886 2.5983
C -1.5628 1.5544 1.6460
C -0.5448 1.7997 0.6365
C 0.2337 1.1663 -0.2791
C 0.4399 -0.1365 -0.7531
C 0.6899 -1.2844 -0.9806
C 1.2120 -2.5300 -1.5002
H -2.6983 2.0452 3.5275
H -0.3733 2.8026 0.8845
H 1.0057 1.6850 -0.7333
H 0.8557 -2.7936 -2.5540
H 2.2008 -2.5567 -1.4009
H 0.8315 -3.5406 -1.0916
```

## Properties
Kohn-Sham gap: 8.892 eV
net charge: 0
ΔE to the lowest compared entry with this formula, charge and spin: 65.9 kcal/mol
SMILES string: C#C/C=C\C#CC

Record 2
The following is a DFT calculation (the ωB97M-V functional and the def2-TZVPD basis) of C7H6 as an isolated structure in a non-equilibrium geometry.

XYZ file:
```
13
Properties=species:S:1:pos:R:3
C -1.0592 -0.8458 0.6589
C -0.7737 0.4677 0.4398
C 0.2583 -1.6284 0.4200
C -0.9815 1.7106 -0.4583
C 1.2631 -0.3887 0.3501
C 0.3506 1.8922 -0.7428
C 0.6458 0.7957 0.1885
H -2.0103 -1.4879 0.8301
H 0.4990 -2.3668 1.1430
H 0.3097 -2.0499 -0.6193
H -1.8482 1.9781 -0.8677
H 2.2139 -0.3374 0.0210
H 1.1327 2.2606 -1.3633
```

## Properties
Kohn-Sham gap: 9.182 eV
net charge: 0
ΔE to the lowest compared entry with this formula, charge and spin: 70.5 kcal/mol

Record 3
The following is a DFT calculation (the ωB97M-V functional and the def2-TZVPD basis) of one molecule with the formula C7H6 in a non-equilibrium geometry.

XYZ file:
```
13
Properties=species:S:1:pos:R:3
C 2.5699 -0.3722 0.9820
C 1.2801 0.3786 1.0436
C 0.3328 0.1336 0.1910
C -0.7817 0.2197 -0.5083
C -1.4712 -0.2058 -1.6949
C -2.0725 0.8081 -0.4323
C -2.8620 -0.0161 -1.4168
H 2.8147 -1.0645 1.8409
H 3.2979 0.4245 0.9657
H 2.7594 -1.0888 0.1634
H 0.9324 1.1120 1.7719
H -3.5405 0.5365 -2.1406
H -3.2593 -0.8656 -0.7656
```

## Properties
Kohn-Sham gap (spin up / spin down): 8.057 / 7.157 eV
net charge: 0
ΔE to the lowest compared entry with this formula, charge and spin: 148.5 kcal/mol
SMILES string: CC=C=C1C2=C1C2

Record 4
The following is a DFT calculation (the ωB97M-V functional and the def2-TZVPD basis) of C7H6 as an isolated structure in a non-equilibrium geometry.

XYZ file:
```
13
Properties=species:S:1:pos:R:3
C 2.3083 0.0321 0.2187
C 1.7013 -1.1326 0.0355
C 0.6405 2.1395 0.4809
C 1.2832 1.1095 0.1170
C 0.3891 -0.8589 -0.3004
C -0.0289 0.4076 -0.2083
C -1.4653 0.6574 -0.2158
H 3.2375 0.3671 0.6876
H 2.0868 -2.0538 0.3026
H -0.3906 -1.6769 -0.4638
H -1.5646 1.5035 0.4474
H -1.9950 -0.2181 0.1221
H -1.7827 0.8303 -1.2398
```

## Properties
Kohn-Sham gap: 9.160 eV
net charge: 0
ΔE to the lowest compared entry with this formula, charge and spin: 68.1 kcal/mol

Record 5
The following is a DFT calculation (the ωB97M-V functional and the def2-TZVPD basis) of one molecule with the formula C7H6 in a non-equilibrium geometry.

XYZ file:
```
13
Properties=species:S:1:pos:R:3
C -1.7392 0.1418 0.0090
C -1.5558 1.3873 -0.1648
C -1.3283 -1.2901 -0.0235
C 1.3169 1.2591 0.2822
C 0.2701 -0.8116 0.1666
C 0.9242 0.1617 -0.7457
C -0.1034 0.7205 0.1338
H -1.5616 -1.8177 0.9221
H -1.6815 -1.7585 -0.8296
H 1.8919 0.8839 1.1082
H 1.5640 2.2273 -0.0321
H 0.9325 -1.1373 1.0296
H 1.0703 0.0337 -1.8557
```

## Properties
Kohn-Sham gap (spin up / spin down): 6.182 / 7.063 eV
net charge: 0
ΔE to the lowest compared entry with this formula, charge and spin: 102.8 kcal/mol
⟨S²⟩: 2.01
multiplicity: 3

Record 6
The following is a DFT calculation (the ωB97M-V functional and the def2-TZVPD basis) of one molecule with the formula C7H6 in a non-equilibrium geometry.

XYZ file:
```
13
Properties=species:S:1:pos:R:3
C -0.7090 -0.0008 1.6401
C -0.3261 1.2952 1.6799
C -0.3728 -0.6585 0.4747
C 0.5885 0.7114 -0.4205
C 0.4432 1.6643 0.4944
C 0.1310 -0.5519 -0.8021
C 0.4213 -1.4639 -1.9245
H -1.3728 -0.3682 2.3816
H -0.7449 1.6792 2.5611
H 0.6943 2.7568 0.4310
H 0.8396 -2.2984 -1.4343
H 0.9492 -0.9379 -2.7012
H -0.5416 -1.8275 -2.3801
```

## Properties
Kohn-Sham gap (spin up / spin down): 6.792 / 7.824 eV
net charge: 0
ΔE to the lowest compared entry with this formula, charge and spin: 0.0 kcal/mol
⟨S²⟩: 2.02
multiplicity: 3

Record 7
The following is a DFT calculation (the ωB97M-V functional and the def2-TZVPD basis) of a 2-piece molecular cluster, C7H6BBrO10S2 overall in a non-equilibrium geometry.

XYZ file:
```
27
Properties=species:S:1:pos:R:3
C 2.6639 3.5959 1.6939
C 1.3834 2.8793 0.9219
O 0.5798 3.6656 0.1600
O 1.0590 1.4411 1.0314
C 1.7296 0.7639 -0.0897
S 3.1951 -0.2840 0.4217
S 4.7764 0.3229 -0.8486
Br 3.9118 0.1625 2.4890
H 3.0285 2.9736 2.6310
H 2.2604 4.6319 2.1191
H 3.4980 3.7974 0.8978
H 2.1141 1.5867 -0.8646
H 0.9675 0.0841 -0.7056
H 4.5725 1.7308 -0.9905
B -2.7493 -2.1042 -0.6810
O -1.7331 -1.4475 -1.5096
C -0.5496 -1.9708 -1.1604
O 0.5156 -1.6456 -1.6593
C -0.7356 -2.9553 -0.1267
O 0.1439 -3.6124 0.4060
O -2.0371 -3.0551 0.1785
O -3.4865 -1.1224 0.1208
C -4.7781 -1.2338 -0.2198
O -5.6728 -0.5573 0.2610
C -4.9336 -2.2560 -1.2214
O -5.9834 -2.5996 -1.7402
O -3.7405 -2.7917 -1.5148
```

## Properties
Kohn-Sham gap: 5.087 eV
net charge: 0

Record 8
The following is a DFT calculation (the ωB97M-V functional and the def2-TZVPD basis) of one molecule with the formula C7H6Cl2N2O2 in a non-equilibrium geometry.

XYZ file:
```
19
Properties=species:S:1:pos:R:3
O -1.3802 0.9661 -3.4583
N -0.7137 1.6649 -2.7338
O 0.3187 2.2072 -3.0180
C -1.2091 1.7883 -1.3484
C -0.4674 0.8608 -0.4611
C -1.1241 -0.2201 0.1177
C -0.4149 -1.1181 0.8961
C 0.9403 -0.9322 1.1117
C 1.5936 0.1462 0.5377
C 0.8980 1.0383 -0.2561
N -0.8000 3.4238 -0.9377
Cl -1.1394 3.5864 0.7465
Cl -1.8348 4.4368 -1.8787
H -2.2926 1.6947 -1.3219
H -2.1798 -0.3660 -0.0544
H -0.9256 -1.9640 1.3311
H 1.4893 -1.6321 1.7242
H 2.6503 0.2883 0.7030
H 1.3948 1.8760 -0.7204
```

## Properties
Kohn-Sham gap: 9.294 eV
net charge: 0
ΔE to the lowest compared entry with this formula, charge and spin: 0.0 kcal/mol
SMILES string: O=[N+]([O-])[C@@H](c1ccccc1)N(Cl)Cl

Record 9
The following is a DFT calculation (the ωB97M-V functional and the def2-TZVPD basis) of a 2-piece molecular cluster, C7H6Cl2NO2 overall in a non-equilibrium geometry.

XYZ file:
```
18
Properties=species:S:1:pos:R:3
C 1.9397 -1.4694 -0.9294
C 0.5384 -1.6535 -1.4985
C 2.1149 -0.8421 0.2879
C -0.4541 -0.9336 -0.9460
C 0.9155 -0.5045 1.0350
C -2.0194 2.9684 0.0524
C -1.3763 0.5229 0.5448
N -0.3472 -0.2248 0.2207
O -0.9507 2.8145 -0.3752
O -2.9820 3.3870 0.5303
Cl -1.8642 1.1561 2.0356
Cl 1.3163 0.9509 1.8204
H 2.6893 -1.5399 -1.5757
H 0.5471 -2.1567 -2.3855
H 2.9711 -0.7545 0.9120
H -1.5466 -1.0840 -1.1674
H 0.6671 -1.3727 1.7155
H -2.1589 0.7362 -0.2770
```

## Properties
Kohn-Sham gap (spin up / spin down): 7.710 / 7.709 eV
net charge: +1
ΔE to the lowest compared entry with this formula, charge and spin: 28.1 kcal/mol

Record 10
The following is a DFT calculation (the ωB97M-V functional and the def2-TZVPD basis) of one molecule with the formula C7H6ClN3OS in a non-equilibrium geometry.

XYZ file:
```
19
Properties=species:S:1:pos:R:3
C -0.8663 -0.1275 -2.8725
C -1.4004 0.4421 -1.7294
C 0.4396 -0.4531 -2.9361
C 0.7348 0.3078 -0.8267
C -0.6284 0.5957 -0.6352
C 1.4444 0.5372 0.4552
C 0.4247 0.7740 1.3368
N 1.2987 -0.2115 -1.9271
N -0.8547 0.8929 0.6510
N 0.6270 -1.2303 3.2045
O -1.1619 0.6060 3.3927
S 0.2700 0.4350 3.2050
Cl 3.0267 0.1444 0.8871
H -1.6195 -0.3166 -3.6001
H -2.3945 0.7569 -1.5708
H 0.9827 -0.9829 -3.7054
H -1.6414 0.9643 1.1885
H 1.4685 -1.2582 2.5009
H -0.1499 -1.8763 2.9817
```

## Properties
Kohn-Sham gap: 9.104 eV
net charge: 0
ΔE to the lowest compared entry with this formula, charge and spin: 18.1 kcal/mol

Record 11
The following is a DFT calculation (the ωB97M-V functional and the def2-TZVPD basis) of a 2-piece molecular cluster, C7H6ClO3 overall in a non-equilibrium geometry.

XYZ file:
```
17
Properties=species:S:1:pos:R:3
C 0.3159 1.4515 -0.9299
C -0.7516 1.9348 -0.4149
C 1.1063 0.5163 -0.0131
C 2.9122 -1.2108 -0.1538
C -2.2651 -0.2676 1.3787
C -2.2921 -0.9251 0.2575
C 2.1579 -0.1405 -0.6679
O -1.7007 2.4905 -0.0727
O 0.9194 0.5015 1.2179
O 3.9198 -1.7689 -0.5308
Cl -3.6904 -1.6547 -0.3338
H 0.6197 1.5374 -1.9906
H 2.4463 -1.5301 0.7506
H -3.1518 -0.1931 1.8387
H -1.4853 0.4217 1.6896
H -1.3534 -1.2158 -0.3415
H 2.2928 0.0530 -1.6840
```

## Properties
Kohn-Sham gap: 6.693 eV
net charge: -1
ΔE to the lowest compared entry with this formula, charge and spin: 5.7 kcal/mol

Record 12
The following is a DFT calculation (the ωB97M-V functional and the def2-TZVPD basis) of C7H6CoO5 as an isolated structure in a non-equilibrium geometry.

XYZ file:
```
19
Properties=species:S:1:pos:R:3
O 0.1794 -2.4710 -0.8773
C 0.6492 -1.4692 -1.2652
Co 0.9809 0.0032 -2.1536
O -4.6843 -0.0445 -3.6486
C -3.6240 -0.0301 -4.1015
C 2.3532 0.0209 -3.1796
O 3.4839 0.0324 -3.4398
C 0.6421 1.4788 -1.2755
O 0.1770 2.4731 -0.8667
C -1.0761 0.6742 2.2477
C -0.0157 -0.0004 1.4754
C 1.0687 -0.6708 2.2262
O -0.1210 -0.0116 0.2360
H -0.8519 0.5303 3.2970
H -2.0496 0.2358 2.0136
H -1.0909 1.7426 2.0162
H 1.0871 -1.7438 2.0111
H 2.0423 -0.2251 2.0012
H 0.8497 -0.5249 3.2834
```

## Properties
Kohn-Sham gap (spin up / spin down): 5.450 / 2.669 eV
net charge: +3
ΔE to the lowest compared entry with this formula, charge and spin: 39.3 kcal/mol
⟨S²⟩: 6.02
multiplicity: 5